DFT (ωB97M-V/def2-TZVPD) results for a cluster of 2 separate species, C8H12N4 in total.

Values from the calculation:
**ΔE to the lowest compared entry with this formula, charge and spin**: 71.12 kcal per mole
**DFT total energy**: -530.9714 Ha
**Spin multiplicity**: 1
**HOMO energy**: -0.3057 hartree
**SMILES**: Cc1c[nH]cn1.Cc1c[nH]cn1
**Frontier orbital gap**: 9.146 eV
**Net charge**: 0

Each line ends with the Mulliken charge.
CARTESIAN COORDINATES (ANGSTROEM)
C -0.277 0.142 -2.324  -0.89
C -1.700 0.170 -1.618  0.37
C -3.293 -0.672 -0.324  -0.20
C -2.707 1.134 -1.408  -0.44
N -2.080 -0.940 -0.852  -0.54
N -3.788 0.636 -0.659  -0.10
H -3.900 -1.285 0.359  0.38
H 0.559 -0.375 -1.737  0.19
H 0.249 1.177 -2.568  0.24
H -4.649 1.204 -0.549  0.25
H -2.857 2.126 -1.675  0.47
H -0.708 -0.414 -3.230  0.32
C 1.393 1.629 0.496  -0.63
C 1.943 0.457 1.224  0.52
C 3.490 -0.910 1.289  -0.28
C 1.348 -0.656 1.774  -0.55
N 3.349 0.410 1.043  -0.58
N 2.426 -1.636 1.792  -0.13
H 4.341 -1.402 0.921  0.43
H 0.240 1.652 0.673  0.20
H 1.534 1.290 -0.589  -0.05
H 2.354 -2.636 1.748  0.25
H 0.320 -0.882 2.051  0.39
H 1.987 2.484 0.683  0.40